# 1
A structure of composition C24H34NO26S2 at a distorted geometry, computed with ωB97M-V/def2-TZVPD.

Results
HOMO energy ... -5.7110 eV
Kohn-Sham gap ... 7.020 eV

```
! RIJCOSX wB97M-V def2-TZVPD def2/J DEFGRID3
* xyz -1 1
O -1.95671 -6.45650 -5.23781
C 2.97511 -8.81250 -9.19236
H -1.40175 3.17626 7.86179
H 0.30652 -3.21708 -1.88381
O 2.49889 5.53087 -1.87499
O 1.77702 -3.00619 -3.31969
N -2.00217 7.78146 2.52883
O -0.31280 -3.86012 5.56587
O -1.73784 0.88133 0.81921
H -1.80708 -2.21369 1.96089
C -2.24150 -5.84232 -4.06848
C -3.29521 1.57467 5.94851
O -3.29079 6.55355 0.82115
C -2.46608 1.42953 1.93876
O -4.23316 2.28471 6.61148
C -0.93394 -2.63014 2.45798
O -2.05147 1.96091 6.30073
H 0.35800 -4.25698 -4.83059
H -1.16426 -5.05405 -6.53282
O -0.43017 0.58427 2.58799
H -2.95505 2.36133 1.66794
C -1.37455 1.61078 2.96092
H -2.02597 4.02091 6.43208
H 3.47741 -9.65004 -8.70581
O 3.64240 -4.25169 -3.51133
H 2.65363 8.26640 2.51285
C -0.50725 -3.68043 4.40926
H 3.00496 3.13322 0.20949
O -0.45909 6.66920 4.29904
H -0.88503 2.58307 2.88030
O -0.32805 9.03216 3.84473
H -0.05600 -2.05775 2.17398
C 2.91419 -3.58206 -2.85526
H 1.85942 5.78564 3.93220
O -0.17705 -4.56426 3.43112
O -3.22171 -6.03303 -3.42430
C 1.05043 -2.48191 -2.19605
C 2.04068 7.37582 2.59041
C 1.47649 -9.01132 -9.29180
H 1.80396 -2.43833 -0.15329
H 1.18523 -10.05407 -9.38198
O 3.26986 7.26605 -0.66253
O 3.07330 -7.66261 -8.34634
H 0.61641 8.37550 1.41703
O 3.11867 5.20886 0.24247
C -0.62350 0.30211 1.29393
H 1.03203 -8.44375 -10.11090
H -1.72486 1.47524 3.97410
C -3.57255 3.04855 7.62806
H 3.44786 -8.62253 -10.15192
O 1.01730 -8.46599 -8.05103
C -2.16146 3.15773 7.08568
H -4.05657 4.01255 7.75635
C 2.49997 4.11570 -1.67565
H 0.56322 -5.87464 -4.14320
H -0.16753 -6.51977 -6.33755
S -0.58818 7.71452 3.30922
C 2.14511 -2.28751 -1.17245
H -3.21939 0.70748 2.25757
H -1.72123 -4.62706 2.06794
C -0.14524 -5.19255 -4.61607
H -0.12039 -4.33589 1.36360
O 0.10632 -0.38743 0.63842
H 0.54422 -1.55872 -2.46101
H -4.24111 6.97299 3.22127
C -0.76776 -4.11421 2.20857
C 1.94450 -7.58443 -7.60886
H -3.61958 2.49489 8.56787
C 2.99071 6.11781 -0.75266
O -3.80505 6.11562 3.15687
O -1.08498 -2.57843 3.88336
C 2.46960 4.00141 -0.16617
H 2.61937 -1.30842 -1.24558
S -2.62325 6.38413 2.08649
C 0.64209 7.48138 2.03279
O 1.78093 -6.84314 -6.69523
O -3.53727 0.72255 5.15347
O -1.25371 -4.98134 -3.72486
C 2.49845 6.25591 3.19303
C -0.81227 -5.80699 -5.82266
H 3.41332 3.70056 -2.10773
H 3.48203 5.86522 2.96416
H 1.63849 3.66078 -2.15739
O 3.09870 -3.29260 -1.54813
O -1.73677 5.25479 2.13836
H 1.45430 3.99634 0.23515
H 0.40615 6.63765 1.39507
*
```

=====

# 2
The ion O4P3 with charge -1 at a distorted geometry, computed with ωB97M-V/def2-TZVPD.

Results
HOMO energy (spin up / spin down) ... -3.0905 / -3.0893 eV
Kohn-Sham gap (spin up / spin down) ... 6.169 / 6.167 eV
SMILES ... O=P1=P([O-])=P(=O)O1

```
! RIJCOSX wB97M-V def2-TZVPD def2/J DEFGRID3
* xyz -1 1
O -1.10291 2.07030 0.28671
O 0.07571 -0.09942 1.98068
P -0.60219 -0.91508 1.00437
O 2.25269 -0.80042 -0.87220
O 0.03208 0.11553 -1.05642
P 0.85727 -1.25646 -1.02687
P -1.51265 0.88555 -0.31628
*
```

=====

# 3
A structure of composition C4H2O2 at a distorted geometry, computed with ωB97M-V/def2-TZVPD.

Results
HOMO energy ... -9.4678 eV
Kohn-Sham gap ... 9.745 eV

```
! RIJCOSX wB97M-V def2-TZVPD def2/J DEFGRID3
* xyz 0 1
C -1.12246 -0.04915 0.85697
C -0.71628 0.03975 -0.66336
O -1.38612 1.02965 -0.04313
C 0.88805 -0.04476 0.64489
H 1.41713 0.09022 -1.51154
C 0.80427 0.03722 -0.64019
O -1.38725 -1.01552 -0.14990
H 1.50268 -0.08741 1.50626
*
```

=====

# 4
A structure of composition C26H43Br2ClF4IN6O10P2S4 at a distorted geometry, computed with ωB97M-V/def2-TZVPD.

Results
HOMO energy ... -10.5110 eV
Kohn-Sham gap ... 5.104 eV

```
! RIJCOSX wB97M-V def2-TZVPD def2/J DEFGRID3
* xyz 1 1
H -0.07829 -0.60360 3.90094
H 4.35686 3.48864 -2.32655
C -5.21117 -1.39158 -1.54722
N 2.14255 -0.17593 0.17613
C -0.98168 -0.91540 4.43074
H -0.52600 1.10558 6.43083
H -2.98918 -2.46274 -3.38594
O -0.31151 0.58621 -3.72050
C -5.90749 -3.13240 -3.46024
C 1.78071 -0.56299 -1.24502
H 3.06203 3.63215 -0.58397
S -6.51590 -0.95086 -0.59429
O -0.12666 3.57963 -1.41691
H -4.39676 -6.13612 -2.48788
H -2.92007 -1.96152 -5.11864
H 1.08585 1.21313 7.15143
H 3.05183 4.60840 7.08328
C 0.08538 1.65010 7.14646
P 2.16136 -1.51621 -6.30997
C 0.51938 1.09255 -2.65024
S 2.45613 -0.33818 -7.75349
H 2.05826 4.49038 5.62392
H 1.39544 3.27156 8.38012
H -0.87010 -0.28040 -1.35750
H 3.13682 -0.39511 0.36065
N -5.26585 -2.71767 -2.20905
C -1.24215 -2.05618 6.48884
H -0.77480 -2.81651 -4.34981
C 1.98662 0.47312 -2.50108
C 1.27488 -0.92083 1.10144
C 4.85220 -1.23322 -3.21514
H -1.43902 1.40798 -1.62379
H -1.80998 1.09475 4.47402
N 1.71936 -2.46840 -3.99517
H -6.50196 -2.42745 -4.14109
C -1.09394 3.45987 -3.92065
O 1.49137 3.76706 -3.17212
C 4.34265 -2.11212 -2.02208
C 3.99981 -0.34476 -3.93911
C 1.58471 -1.04553 -4.55056
H 1.27394 -3.13448 -4.66634
Cl 2.36995 1.30897 -4.87353
C -0.96112 -1.78013 -3.85647
H -2.73778 0.41541 6.59968
H -2.29726 -2.18112 6.23192
H 3.01204 1.20390 4.92709
C -3.28568 -0.30084 -3.64497
H -0.36399 1.55088 8.13992
H -0.82825 -1.99255 -2.72268
F -0.87977 3.03738 -5.25107
H -4.33516 -0.33411 -4.14355
H -1.25268 -1.91457 4.07243
F -1.01611 4.89389 -3.95476
O 0.22916 -0.41348 1.55893
O 2.99572 2.74235 6.27060
Br 5.11589 0.57409 -5.37928
H -0.69070 -2.96812 6.23863
H 1.60857 2.27772 4.77570
O 1.26980 -1.70237 -1.26286
S -3.69386 -0.33872 -1.79716
C -4.80274 -5.07648 -2.58554
O 0.10269 3.02127 6.76423
F 1.57846 -2.24428 1.59009
H -2.83549 0.69107 -3.97634
H 2.72321 -2.74475 -4.11179
N 2.52636 -0.11092 -3.77034
C -3.60442 0.38365 5.93662
C 2.33477 3.97654 6.55117
H 0.68508 4.73803 7.68876
H 1.20453 -2.52627 -6.74479
O 4.18065 2.60481 -2.73229
C 1.11538 3.76255 7.44220
H 4.29253 -1.43813 -1.07703
C -4.56479 -3.86329 -1.63163
H 5.14224 -2.90647 -1.74742
H -3.94632 -3.90141 -0.66121
I -0.90186 -0.19163 -6.41187
N 2.61096 2.70187 -0.49933
C 0.00640 -0.61628 -4.40361
H -4.41503 -0.13541 6.44962
H 2.81277 2.32379 0.44049
H -2.25359 0.13025 3.05725
H 3.37584 -2.69371 -2.12548
S 0.31323 2.95953 -2.74191
O -3.32674 -0.31284 4.72823
C -2.53979 -1.63418 -4.07250
C -2.09160 0.09058 4.13880
P 3.37417 1.56144 -1.65432
Br 6.81962 -1.43813 -3.58024
C 2.68247 2.24392 4.97907
H 3.39579 -2.27613 -6.14112
N -5.61945 -4.53447 -3.66326
H 3.22087 2.82157 4.21951
H -1.16576 -1.88518 7.56452
F -2.37433 3.16259 -3.40036
H -0.09821 1.20515 -0.38853
O -0.65869 -0.94440 5.82130
H -3.92929 1.40319 5.70797
C -0.48433 0.79311 -1.37196
*
```

=====

Number 3 is which compound?
C4H2O2